A cluster of 3 separate species, C24H36F3NO6 in total at a distorted geometry, computed with ωB97M-V/def2-TZVPD.

The geometry in ORCA input format:
```
! RIJCOSX wB97M-V def2-TZVPD def2/J DEFGRID3
* xyz 0 1
C 5.82943 -1.13799 1.95613
C 4.63759 -1.18555 2.10378
C 3.20089 -1.43582 2.19221
C 2.47606 -1.53851 0.82124
C 3.18199 -2.61163 -0.06385
C 3.65646 -2.16909 -1.46115
C 4.79478 -1.21214 -1.53608
F 4.81787 -0.09870 -0.77755
C 5.78974 -1.36664 -2.42023
F 6.38216 -2.51290 -2.70788
F 6.30987 -0.36258 -3.11247
C 1.13680 -2.20871 1.27414
O 0.99836 -3.26368 1.80607
O 0.09529 -1.37598 1.00997
C 0.55119 -0.61190 -0.11043
N -0.38475 0.31415 -0.66152
C 2.01963 -0.21797 0.16814
C 2.12934 1.04962 1.02938
C 2.28965 2.33862 0.22182
O 3.21101 2.23213 -0.86573
C 4.42762 2.82677 -0.70626
O 4.89458 3.43782 -1.62219
C 5.19693 2.65963 0.58463
C 6.61740 2.12924 0.29511
H 6.89120 -1.16790 1.92805
H 3.04270 -2.36270 2.74061
H 2.74167 -0.65835 2.80227
H 2.50101 -3.44564 -0.22520
H 4.04164 -3.04176 0.44647
H 2.80722 -1.73087 -1.99365
H 3.95095 -3.04834 -2.03219
H 0.67936 -1.36256 -0.90702
H -0.38244 0.20857 -1.66324
H -0.17822 1.26656 -0.39827
H 2.36445 0.02516 -0.83142
H 1.20648 1.15525 1.61053
H 2.92972 0.99899 1.76050
H 1.35414 2.69965 -0.20046
H 2.61014 3.12256 0.91131
H 4.70563 2.00287 1.29424
H 5.30629 3.66113 0.99662
H 7.37623 2.85971 0.56011
H 6.81292 1.22267 0.86292
H 6.74886 1.87878 -0.75345
C -5.13298 -2.08382 -1.79330
C -4.16053 -2.13205 -0.61691
C -2.94513 -1.41583 -1.18821
O -3.44157 -0.46240 -2.13310
C -4.82694 -0.71689 -2.39081
H -6.17838 -2.19450 -1.50800
H -4.88947 -2.87171 -2.51013
H -4.56591 -1.56642 0.22522
H -3.93467 -3.13986 -0.27179
H -2.28980 -2.11825 -1.72121
H -2.36137 -0.90414 -0.43351
H -5.41673 0.06884 -1.90832
H -5.00889 -0.67447 -3.46540
C -6.69442 1.94728 1.92566
C -8.20366 1.72036 1.92749
C -8.54498 1.90160 0.45461
O -7.39764 1.47236 -0.28154
C -6.28866 1.30802 0.60512
H -6.18256 1.51009 2.78159
H -6.47716 3.01763 1.90843
H -8.42683 0.69862 2.24288
H -8.75113 2.40306 2.57546
H -8.73462 2.95404 0.21758
H -9.41094 1.31627 0.14380
H -6.10252 0.23459 0.72451
H -5.40233 1.76562 0.16388
*
```

For the gap between HOMO and LUMO, the calculation gives 0.353 Eh. The HOMO energy is -0.33593 Ha. Its LUMO energy is 0.460 eV. Its SMILES is C#CC[C@@]1(CCC(F)=C(F)F)C(=O)O[C@@H](N)[C@H]1CCOC(=O)CC.C1CCOC1.C1CCOC1.



A structure of composition C28H34NOZr at a distorted geometry, computed with ωB97M-V/def2-TZVPD.

The geometry in ORCA input format:
```
! RIJCOSX wB97M-V def2-TZVPD def2/J DEFGRID3
* xyz 1 1
C -1.56897 -2.17288 0.60939
C -1.70690 -1.58928 -0.68947
C -0.41579 -1.54855 -1.30206
H -2.64406 -1.34643 -1.18549
C 0.52838 -2.11188 -0.37328
C -0.19660 -2.52931 0.78460
H 1.57834 -2.30104 -0.58295
C -2.00095 1.75707 1.62470
C -2.62378 0.91335 0.65650
C -2.02718 1.20166 -0.62104
H -3.47135 0.24894 0.83171
C -0.96425 2.14073 -0.41014
C -0.96706 2.49529 0.98902
H -0.19809 -1.27008 -2.33141
H 0.23089 -3.04649 1.64376
H -2.38354 -2.37422 1.30567
H -0.31716 3.24606 1.44439
H -2.36512 0.86361 -1.60045
H -2.22753 1.78290 2.69225
Zr -0.36125 0.00895 0.66016
C 0.04626 2.59151 -1.43540
C 0.47787 4.02228 -1.09935
C -0.53255 2.54056 -2.85444
H -0.40381 4.67401 -1.07046
H 1.17784 4.38488 -1.85319
H 0.98560 4.06123 -0.13123
H -1.48221 3.08855 -2.88892
H -0.70983 1.51268 -3.19410
H 0.16932 3.01328 -3.55078
C 1.23328 1.57087 -1.34111
C 2.47996 1.99774 -2.11124
H 0.90636 0.59031 -1.75264
H 1.56160 1.44778 -0.27154
O 2.73204 3.17823 -2.34202
N 3.34493 1.04383 -2.57493
C 3.37946 -0.38955 -2.30494
H 4.17619 1.43306 -3.00672
C 2.59350 -1.19833 -3.31677
C 2.57064 -2.59187 -3.18899
H 3.19127 -3.05404 -2.41507
C 1.76889 -3.36032 -4.03203
H 1.72617 -4.44096 -3.88915
C 1.02807 -2.74208 -5.04724
H 0.39447 -3.34120 -5.69974
C 1.11049 -1.35795 -5.22788
H 0.56249 -0.86127 -6.02968
C 1.90885 -0.58523 -4.37253
H 2.01637 0.49236 -4.52880
H 3.00896 -0.59649 -1.28557
H 4.43373 -0.70595 -2.33446
C -2.69546 -1.50353 5.14230
C -1.39515 -0.69562 5.22341
C -1.65201 0.67443 5.85005
C -0.34664 -1.45705 6.02948
C -0.86012 -0.48778 3.88219
C -0.34748 -0.30760 2.78394
H -3.12078 -1.63067 6.14533
H -2.50719 -2.49671 4.71715
H -3.43600 -0.99455 4.51317
H -2.04713 0.55914 6.86649
H -0.71954 1.24795 5.90192
H -2.37761 1.24615 5.25931
H -0.15173 -2.43476 5.57496
H 0.59100 -0.89216 6.05611
H -0.68836 -1.61357 7.05921
*
```

For the gap between HOMO and LUMO, the calculation gives 0.288 Eh. The HOMO energy is -0.43114 Ha. The energy above the lowest of the compared OMol25 structures with the same formula, charge and spin is 0.0 kJ/mol. Its LUMO energy is -3.901 eV.



Copy entry 2 word for word.
A structure of composition C28H34NOZr at a distorted geometry, computed with ωB97M-V/def2-TZVPD.

The geometry in ORCA input format:
```
! RIJCOSX wB97M-V def2-TZVPD def2/J DEFGRID3
* xyz 1 1
C -1.56897 -2.17288 0.60939
C -1.70690 -1.58928 -0.68947
C -0.41579 -1.54855 -1.30206
H -2.64406 -1.34643 -1.18549
C 0.52838 -2.11188 -0.37328
C -0.19660 -2.52931 0.78460
H 1.57834 -2.30104 -0.58295
C -2.00095 1.75707 1.62470
C -2.62378 0.91335 0.65650
C -2.02718 1.20166 -0.62104
H -3.47135 0.24894 0.83171
C -0.96425 2.14073 -0.41014
C -0.96706 2.49529 0.98902
H -0.19809 -1.27008 -2.33141
H 0.23089 -3.04649 1.64376
H -2.38354 -2.37422 1.30567
H -0.31716 3.24606 1.44439
H -2.36512 0.86361 -1.60045
H -2.22753 1.78290 2.69225
Zr -0.36125 0.00895 0.66016
C 0.04626 2.59151 -1.43540
C 0.47787 4.02228 -1.09935
C -0.53255 2.54056 -2.85444
H -0.40381 4.67401 -1.07046
H 1.17784 4.38488 -1.85319
H 0.98560 4.06123 -0.13123
H -1.48221 3.08855 -2.88892
H -0.70983 1.51268 -3.19410
H 0.16932 3.01328 -3.55078
C 1.23328 1.57087 -1.34111
C 2.47996 1.99774 -2.11124
H 0.90636 0.59031 -1.75264
H 1.56160 1.44778 -0.27154
O 2.73204 3.17823 -2.34202
N 3.34493 1.04383 -2.57493
C 3.37946 -0.38955 -2.30494
H 4.17619 1.43306 -3.00672
C 2.59350 -1.19833 -3.31677
C 2.57064 -2.59187 -3.18899
H 3.19127 -3.05404 -2.41507
C 1.76889 -3.36032 -4.03203
H 1.72617 -4.44096 -3.88915
C 1.02807 -2.74208 -5.04724
H 0.39447 -3.34120 -5.69974
C 1.11049 -1.35795 -5.22788
H 0.56249 -0.86127 -6.02968
C 1.90885 -0.58523 -4.37253
H 2.01637 0.49236 -4.52880
H 3.00896 -0.59649 -1.28557
H 4.43373 -0.70595 -2.33446
C -2.69546 -1.50353 5.14230
C -1.39515 -0.69562 5.22341
C -1.65201 0.67443 5.85005
C -0.34664 -1.45705 6.02948
C -0.86012 -0.48778 3.88219
C -0.34748 -0.30760 2.78394
H -3.12078 -1.63067 6.14533
H -2.50719 -2.49671 4.71715
H -3.43600 -0.99455 4.51317
H -2.04713 0.55914 6.86649
H -0.71954 1.24795 5.90192
H -2.37761 1.24615 5.25931
H -0.15173 -2.43476 5.57496
H 0.59100 -0.89216 6.05611
H -0.68836 -1.61357 7.05921
*
```

For the gap between HOMO and LUMO, the calculation gives 0.288 Eh. The HOMO energy is -0.43114 Ha. The energy above the lowest of the compared OMol25 structures with the same formula, charge and spin is 0.0 kJ/mol. Its LUMO energy is -3.901 eV.